#1
The following is a quantum chemistry calculation of a 9-piece molecular cluster, C34H51N8O14 overall, from OMol25.

## Properties
LUMO = 0.1 eV

ORCA input file:
```
! RIJCOSX wB97M-V def2-TZVPD def2/J DEFGRID3
* xyz -1 1
C 0.221 -0.272 0.177
O 1.291 -0.005 -0.440
O -0.958 -0.300 -0.483
O 0.133 -0.497 1.419
H -0.665 -0.297 -1.422
C 3.199 -1.363 5.177
C 2.677 -0.914 3.831
C 3.388 -1.156 2.564
C 4.892 -1.548 2.721
C 5.335 -2.074 4.088
C 4.455 -1.816 5.271
N 5.748 -1.973 1.604
O 6.989 -1.822 1.717
O 5.178 -2.263 0.520
H 2.607 -1.275 6.025
H 1.566 -0.456 3.806
H 2.818 -0.939 1.611
H 6.390 -2.642 4.081
H 4.660 -1.876 6.321
C -2.015 4.492 -0.154
C -1.817 5.798 -0.876
C -0.713 5.777 -1.982
C 0.264 4.541 -2.046
C 0.022 3.335 -1.051
C -1.159 3.375 -0.054
N 1.292 4.471 -3.043
O 1.916 3.414 -3.201
O 1.652 5.573 -3.515
H -2.614 4.488 0.648
H -2.540 6.699 -0.691
H -0.752 6.528 -2.476
H 0.871 2.554 -1.119
H -1.201 2.579 0.614
C -2.100 2.022 3.257
C -3.471 2.468 2.857
C -4.359 3.066 3.858
C -3.839 3.231 5.366
C -2.382 2.854 5.679
C -1.698 2.154 4.556
N -4.766 3.777 6.336
O -6.026 3.393 6.282
O -4.279 4.227 7.390
H -1.485 1.555 2.568
H -3.852 2.397 1.745
H -5.317 3.258 3.701
H -1.897 2.824 6.664
H -0.676 1.698 4.624
C 0.032 -4.310 -0.387
O -0.707 -5.351 -0.226
N 1.328 -4.563 -0.674
C 2.257 -3.456 -0.535
C 1.884 -5.800 -1.189
H -0.235 -3.349 -0.279
H 2.915 -3.464 0.384
H 1.808 -2.455 -0.763
H 3.289 -3.378 -1.124
H 3.053 -6.020 -0.948
H 2.067 -5.934 -2.305
H 1.369 -6.712 -0.926
C 1.625 -0.096 -5.706
O 1.699 0.010 -6.998
N 1.787 -1.318 -5.101
C 1.600 -1.589 -3.655
C 1.971 -2.520 -5.959
H 1.285 0.682 -4.922
H 1.441 -0.648 -3.000
H 2.544 -1.829 -3.152
H 1.042 -2.434 -3.657
H 2.105 -2.270 -7.070
H 0.908 -2.938 -5.957
H 2.823 -3.142 -5.682
C -3.928 -0.730 -2.318
O -3.311 -1.527 -2.983
N -4.955 0.038 -2.761
C -5.545 1.068 -1.872
C -5.310 -0.049 -4.102
H -3.616 -0.711 -1.300
H -4.720 1.466 -1.497
H -6.346 0.586 -1.074
H -6.079 1.742 -2.464
H -5.214 -1.091 -4.575
H -4.662 0.780 -4.472
H -6.427 0.023 -4.171
C -4.804 -0.966 3.589
O -5.964 -1.066 4.136
N -4.200 -1.794 2.692
C -2.957 -1.382 2.171
C -4.949 -2.753 2.017
H -4.252 -0.057 3.740
H -2.260 -1.033 2.901
H -3.044 -0.578 1.336
H -2.462 -2.204 1.598
H -4.315 -3.721 2.103
H -5.232 -2.622 1.004
H -5.833 -2.939 2.623
C 5.310 2.006 -3.056
O 6.387 2.535 -3.586
N 5.292 1.310 -1.917
C 4.145 0.768 -1.216
C 6.507 0.767 -1.180
H 4.334 2.161 -3.672
H 3.565 0.053 -1.948
H 3.545 1.621 -1.108
H 4.189 0.305 -0.271
H 6.635 1.464 -0.313
H 7.338 0.613 -1.911
H 6.264 -0.261 -0.830
*
```

#2
The following is a quantum chemistry calculation of a 9-piece molecular cluster, C34H51N8O14 overall, from OMol25.

## Properties
LUMO = 0.3 eV

ORCA input file:
```
! RIJCOSX wB97M-V def2-TZVPD def2/J DEFGRID3
* xyz -1 1
C 0.207 -0.484 -0.299
O 1.100 -1.011 -1.012
O -0.497 0.502 -0.748
O -0.021 -0.843 0.759
H -0.110 0.813 -1.476
C 5.818 0.602 -1.906
C 4.277 0.640 -1.817
C 3.550 1.955 -1.375
C 4.462 3.193 -0.958
C 5.864 3.100 -1.287
C 6.503 1.754 -1.621
N 3.891 4.548 -0.726
O 2.651 4.789 -0.382
O 4.684 5.473 -0.607
H 6.187 -0.437 -2.075
H 3.755 -0.149 -2.133
H 2.463 1.994 -1.188
H 6.457 3.861 -1.178
H 7.444 1.383 -1.830
C 0.139 -5.451 0.395
C -0.526 -6.514 1.152
C -0.740 -6.163 2.609
C -0.650 -4.670 3.240
C 0.085 -3.684 2.316
C 0.366 -4.120 0.888
N -0.896 -4.400 4.654
O -0.415 -3.343 5.216
O -1.579 -5.270 5.229
H 0.215 -5.594 -0.792
H -0.730 -7.549 0.595
H -1.254 -6.939 3.239
H 0.127 -2.676 2.864
H 0.606 -3.363 0.201
C -1.169 7.349 -2.497
C -0.278 6.397 -1.554
C 0.072 5.057 -2.162
C -0.459 4.564 -3.544
C -1.493 5.493 -4.276
C -1.745 6.863 -3.689
N -0.436 3.158 -3.946
O 0.392 2.300 -3.488
O -1.362 2.736 -4.750
H -1.185 8.351 -2.209
H 0.158 6.808 -0.573
H 0.702 4.109 -1.801
H -2.034 5.159 -5.203
H -2.163 7.642 -4.185
C -2.881 3.638 -0.234
O -3.083 4.872 -0.564
N -3.858 2.927 0.323
C -3.531 1.539 0.759
C -5.107 3.475 0.669
H -1.985 3.241 -0.155
H -4.370 0.801 0.760
H -3.026 1.782 1.890
H -2.722 1.094 0.333
H -5.592 2.827 1.239
H -5.826 3.248 -0.260
H -5.275 4.361 1.633
C 4.384 -1.876 3.635
O 5.540 -2.054 4.080
N 4.277 -0.930 2.702
C 3.052 -0.687 1.936
C 5.317 -0.129 2.310
H 3.478 -2.363 4.034
H 2.127 -1.057 2.396
H 3.151 -1.456 1.053
H 2.883 0.166 1.328
H 5.714 0.676 3.169
H 5.093 0.265 1.239
H 6.423 -0.692 2.009
C -4.993 -3.134 -0.813
O -5.839 -3.897 -0.313
N -3.969 -2.694 -0.185
C -2.870 -1.911 -0.880
C -3.615 -3.064 1.136
H -5.196 -2.644 -1.834
H -3.137 -1.510 -1.918
H -2.043 -2.442 -1.252
H -2.425 -1.165 -0.358
H -3.193 -4.129 1.132
H -4.482 -3.114 1.708
H -2.907 -2.249 1.550
C -1.241 0.572 5.773
O -1.105 1.314 6.766
N -1.362 0.993 4.510
C -0.941 0.206 3.382
C -1.696 2.345 4.288
H -1.092 -0.634 5.798
H -1.415 0.408 2.375
H -1.253 -0.770 3.513
H 0.299 0.105 3.296
H -1.085 2.851 3.459
H -1.464 3.350 4.910
H -2.813 2.573 4.169
C -0.798 -3.167 -5.607
O -0.539 -3.485 -6.795
N 0.124 -3.513 -4.620
C 0.053 -2.979 -3.110
C 1.281 -4.340 -4.793
H -1.814 -2.908 -5.305
H 1.098 -2.585 -2.776
H -0.149 -3.762 -2.504
H -0.656 -2.142 -2.647
H 2.129 -4.342 -3.912
H 1.667 -4.410 -5.775
H 0.872 -5.340 -4.751
*
```

Energies in kcal/mol, measured from the most stable structure: #1 0.0; #2 122.2.

#1
The following is a quantum chemistry calculation of a 2-piece molecular cluster, C9H14N4 overall, from OMol25.

## Properties
LUMO = -0.4 eV
SMILES = CC(C)=C1C=CN=N1.C1=NNCC1

ORCA input file:
```
! RIJCOSX wB97M-V def2-TZVPD def2/J DEFGRID3
* xyz 0 1
C -2.248 0.981 0.839
C -1.409 0.482 -0.237
C -0.979 1.347 -1.295
C -1.032 -0.814 -0.280
C -1.423 -1.917 0.546
C -0.950 -3.004 -0.054
N -0.442 -2.593 -1.298
N -0.458 -1.344 -1.452
H -1.356 1.292 1.436
H -2.866 1.851 0.500
H -2.688 0.175 1.343
H -0.441 0.832 -2.154
H -1.886 1.789 -1.734
H -0.616 2.273 -0.926
H -1.914 -1.896 1.427
H -0.843 -3.986 0.181
C 2.009 1.214 0.892
N 1.886 1.490 -0.335
N 2.217 0.480 -1.136
C 2.651 -0.778 -0.298
C 2.180 -0.300 1.133
H 1.898 1.840 1.773
H 1.436 0.381 -1.891
H 3.736 -0.617 -0.482
H 2.131 -1.683 -0.717
H 1.208 -0.657 1.271
H 2.923 -0.476 1.919
*
```

#2
The following is a quantum chemistry calculation of one molecule with the formula C9H14N4, from OMol25.

## Properties
LUMO = 0.8 eV
SMILES = Cc1nccnc1N1CCNCC1

ORCA input file:
```
! RIJCOSX wB97M-V def2-TZVPD def2/J DEFGRID3
* xyz 0 1
C 0.110 -2.765 -0.328
C -0.922 -1.995 0.502
N -1.867 -2.621 1.162
C -2.665 -1.792 1.969
C -2.373 -0.477 2.121
N -1.352 0.113 1.603
C -0.674 -0.577 0.743
N 0.239 0.271 0.084
C 0.310 1.673 0.510
C 1.622 2.377 0.056
N 1.753 2.577 -1.434
C 1.670 1.112 -1.878
C 0.513 0.138 -1.388
H -0.161 -2.739 -1.470
H 1.075 -2.434 0.039
H -0.115 -3.844 0.111
H -3.459 -2.350 2.388
H -3.058 0.156 2.615
H 0.091 1.627 1.690
H -0.689 2.160 0.186
H 2.495 1.706 0.287
H 1.773 3.399 0.574
H 0.818 3.022 -1.909
H 2.701 0.749 -1.371
H 1.696 1.110 -3.056
H -0.470 0.369 -1.970
H 0.938 -0.963 -1.838
*
```

#3
The following is a quantum chemistry calculation of a 2-piece molecular cluster, C9H14N4 overall, from OMol25.

## Properties
LUMO = 0.8 eV
SMILES = CCc1c[nH]cn1.Cc1c[nH]cn1

ORCA input file:
```
! RIJCOSX wB97M-V def2-TZVPD def2/J DEFGRID3
* xyz 0 1
C -1.833 0.684 2.979
C -1.743 -0.155 1.725
C -0.807 -1.234 1.806
C -0.536 -2.190 0.839
N 0.388 -3.198 1.513
C 0.613 -2.648 2.728
N -0.045 -1.479 2.940
H -2.865 0.911 3.367
H -1.037 1.304 3.001
H -1.616 -0.116 3.698
H -2.807 -0.636 1.635
H -1.657 0.232 0.757
H -0.888 -2.418 -0.214
H 0.469 -4.204 1.316
H 1.389 -3.071 3.431
C -0.495 2.020 -1.678
C 0.710 1.679 -2.534
C 1.574 0.676 -2.270
N 2.438 0.684 -3.384
C 2.304 1.966 -3.968
N 1.235 2.485 -3.452
H -1.094 2.681 -2.333
H -0.228 2.659 -0.802
H -0.988 1.044 -1.354
H 1.667 0.007 -1.333
H 3.137 0.145 -3.475
H 2.714 2.173 -4.939
*
```

Energies in kcal/mol, measured from the most stable structure: #1 41.9; #2 10.0; #3 0.0.

#1
The following is a quantum chemistry calculation of C3H2Br2O as an isolated structure, from OMol25.

## Properties
LUMO = -1.5 eV

ORCA input file:
```
! RIJCOSX wB97M-V def2-TZVPD def2/J DEFGRID3
* xyz 0 1
C 1.315 -0.322 0.065
C -0.030 -0.378 -0.014
C -0.689 0.853 -0.143
O -0.537 1.993 -0.291
Br -0.983 -2.088 0.002
Br -3.036 0.404 0.197
H 2.064 -1.127 0.372
H 1.896 0.665 -0.187
*
```

#2
The following is a quantum chemistry calculation of C3H2Br2O as an isolated structure, from OMol25.

## Properties
LUMO = -1.1 eV

ORCA input file:
```
! RIJCOSX wB97M-V def2-TZVPD def2/J DEFGRID3
* xyz 0 1
C -0.436 0.850 -0.568
C -0.224 -0.372 0.241
C 0.258 -0.827 1.384
O 0.811 -1.163 2.354
Br -0.381 -2.150 -0.755
Br 1.678 1.610 -0.657
H -0.414 0.544 -1.613
H -1.292 1.507 -0.388
*
```

Energies in kcal/mol, measured from the most stable structure: #1 0.0; #2 5.0.

#1
The following is a quantum chemistry calculation of a 7-piece molecular cluster, H13O6S overall, from OMol25.

## Properties
LUMO = 3.4 eV

ORCA input file:
```
! RIJCOSX wB97M-V def2-TZVPD def2/J DEFGRID3
* xyz -1 1
S 1.455 0.805 -2.199
H 2.052 1.826 -1.561
H 2.271 -0.416 -0.423
H 2.843 -0.342 0.983
O 2.534 -1.015 0.316
H -2.557 -0.341 0.429
H -1.803 -1.310 -0.415
O -2.402 -1.290 0.329
H 1.343 -1.154 1.781
H -0.128 -1.283 2.041
O 0.678 -0.994 2.443
H -1.864 1.987 -0.068
H -2.209 2.115 -1.498
O -2.618 2.194 -0.658
H -0.031 -1.178 -1.727
H 0.554 -2.003 -0.635
O -0.183 -2.008 -1.247
H 0.335 1.764 0.021
H 0.044 0.982 1.343
O -0.313 1.662 0.743
*
```

#2
The following is a quantum chemistry calculation of a 7-piece molecular cluster, H13O6S overall, from OMol25.

## Properties
LUMO = 3.5 eV

ORCA input file:
```
! RIJCOSX wB97M-V def2-TZVPD def2/J DEFGRID3
* xyz -1 1
S 0.376 0.208 2.749
H 1.503 0.740 2.148
H 0.461 2.343 0.940
H -0.749 2.858 1.721
O -0.358 2.837 0.844
H -0.838 -0.756 -2.163
H -1.700 0.220 -1.246
O -1.259 0.118 -2.093
H 1.028 1.422 -1.735
H 1.614 0.445 -2.705
O 1.849 0.934 -1.890
H -0.511 -2.615 -1.069
H 0.868 -2.034 -1.019
O 0.160 -2.242 -1.663
H -1.992 0.364 1.423
H -2.405 -0.828 2.207
O -2.675 -0.352 1.401
H 1.271 -1.413 1.385
H 1.663 -0.654 0.260
O 1.696 -1.597 0.506
*
```

Energies in kcal/mol, measured from the most stable structure: #1 0.0; #2 12.0.

#1
The following is a quantum chemistry calculation of one molecule with the formula H5PSi, from OMol25.

## Properties
LUMO = 0.9 eV
SMILES = [SiH3]P

ORCA input file:
```
! RIJCOSX wB97M-V def2-TZVPD def2/J DEFGRID3
* xyz 0 1
Si -0.273 0.495 -0.584
P 0.412 -1.625 0.203
H 0.160 1.349 0.437
H 0.534 1.079 -1.623
H -1.543 0.842 -0.990
H -0.597 -1.702 1.045
H 1.501 -1.238 1.026
*
```

#2
The following is a quantum chemistry calculation of one molecule with the formula H5PSi, from OMol25.

## Properties
LUMO = 0.5 eV
SMILES = [SiH3]P

ORCA input file:
```
! RIJCOSX wB97M-V def2-TZVPD def2/J DEFGRID3
* xyz 0 1
Si 0.525 -0.769 -0.470
P -0.380 1.632 0.317
H -0.436 -1.701 0.111
H 0.448 -0.741 -1.922
H 1.864 -0.950 0.070
H -0.313 1.286 1.658
H -1.708 1.243 0.237
*
```

Energies in kcal/mol, measured from the most stable structure: #1 1.5; #2 0.0.

#1
The following is a quantum chemistry calculation of a 2-piece molecular cluster, C2HClO overall, from OMol25.

## Properties
LUMO (spin up / spin down) = -0.4 / -0.5 eV

ORCA input file:
```
! RIJCOSX wB97M-V def2-TZVPD def2/J DEFGRID3
* xyz 0 1
C 0.886 -1.120 -0.006
C -0.963 0.612 -0.005
O 1.481 -1.942 0.442
Cl -0.217 1.935 0.635
H -1.186 0.515 -1.065
*
```

#2
The following is a quantum chemistry calculation of one molecule with the formula C2HClO, from OMol25.

## Properties
LUMO (spin up / spin down) = -0.7 / -0.8 eV
SMILES = O=C=CCl

ORCA input file:
```
! RIJCOSX wB97M-V def2-TZVPD def2/J DEFGRID3
* xyz 0 1
O 0.470 -2.056 -2.338
C -0.020 -1.102 -1.910
C -0.672 -0.540 -0.254
Cl -2.158 0.211 -0.252
H 0.189 -0.087 0.330
*
```

Energies in kcal/mol, measured from the most stable structure: #1 8.3; #2 0.0.

#1
The following is a quantum chemistry calculation of a 2-piece molecular cluster, Br2H4P2Si overall, from OMol25.

## Properties
LUMO (spin up / spin down) = -1.9 / -1.6 eV

ORCA input file:
```
! RIJCOSX wB97M-V def2-TZVPD def2/J DEFGRID3
* xyz 0 1
Si 0.736 0.090 -0.458
P -2.697 0.140 0.474
P 2.229 -1.060 0.566
Br 1.159 2.236 0.035
Br 1.244 -0.042 -2.591
H -3.086 1.506 -0.188
H -3.098 -0.812 -0.547
H 2.279 -0.237 1.677
H 1.234 -1.822 1.032
*
```

#2
The following is a quantum chemistry calculation of one molecule with the formula Br2H4P2Si, from OMol25.

## Properties
LUMO = -0.9 eV
SMILES = P[PH2]=[Si](Br)Br

ORCA input file:
```
! RIJCOSX wB97M-V def2-TZVPD def2/J DEFGRID3
* xyz 0 1
P 2.109 0.375 0.721
P 0.371 -0.104 -0.490
Si -1.984 -0.188 -1.154
Br -2.584 -1.946 0.205
Br -2.409 1.539 0.409
H 1.421 1.576 0.957
H 1.452 -0.507 1.790
H 0.593 -1.455 -1.082
H 1.030 0.710 -1.357
*
```

Energies in kcal/mol, measured from the most stable structure: #1 24.2; #2 0.0.

#1
The following is a quantum chemistry calculation of an isolated ion of composition C4H10N3S and charge +1, from OMol25.

## Properties
LUMO = -3.9 eV

ORCA input file:
```
! RIJCOSX wB97M-V def2-TZVPD def2/J DEFGRID3
* xyz 1 1
C 2.813 -0.377 -0.370
C -0.191 0.353 0.516
C -2.180 0.504 -0.658
C -1.610 -1.587 0.561
N 3.124 0.909 -0.099
N -1.341 -0.204 0.301
N 0.302 1.441 0.543
S 1.410 -1.136 -0.045
H 3.584 -0.997 -0.803
H -2.996 -0.121 -0.878
H -2.489 1.552 -0.324
H -1.476 0.646 -1.520
H -2.500 -1.756 1.044
H -1.670 -2.246 -0.439
H -0.869 -1.936 1.159
H 3.957 1.425 -0.419
H -0.229 2.077 1.113
H 2.362 1.453 0.316
*
```

#2
The following is a quantum chemistry calculation of an isolated ion of composition C4H10N3S and charge +1, from OMol25.

## Properties
LUMO = -3.5 eV
SMILES = C[C@H]1N=C(N)S[C@@H]1[NH3+]

ORCA input file:
```
! RIJCOSX wB97M-V def2-TZVPD def2/J DEFGRID3
* xyz 1 1
C 1.352 1.462 -0.956
C 0.124 0.547 -0.705
N 0.633 -0.801 -0.608
C 0.724 -1.223 0.574
N 1.064 -2.513 0.810
S -0.045 -0.201 1.821
C -0.797 0.804 0.472
N -2.179 0.130 0.226
H 2.165 1.605 -0.079
H 1.033 2.425 -1.187
H 1.737 0.978 -1.843
H -0.504 0.731 -1.659
H 1.366 -2.950 0.001
H 1.549 -2.886 1.571
H -1.009 1.776 0.935
H -2.353 -0.418 1.064
H -1.956 -0.339 -0.635
H -2.904 0.873 0.197
*
```

Energies in kcal/mol, measured from the most stable structure: #1 27.8; #2 0.0.

#1
The following is a quantum chemistry calculation of a 3-piece molecular cluster, C3H10O3S overall, from OMol25.

## Properties
LUMO = 0.4 eV
SMILES = O=CCCS.O.O

ORCA input file:
```
! RIJCOSX wB97M-V def2-TZVPD def2/J DEFGRID3
* xyz 0 1
O 0.580 1.358 2.066
C 0.266 1.792 0.997
C 0.870 1.331 -0.332
C -0.186 1.500 -1.425
S 0.069 0.593 -3.043
H -0.491 2.582 0.874
H 0.786 0.231 -0.154
H 1.854 1.586 -0.684
H -1.202 1.223 -1.132
H -0.237 2.564 -1.679
H -0.942 -0.303 -2.914
O -0.153 -2.407 -0.377
H 0.010 -2.517 0.598
H -0.981 -1.920 -0.330
O -0.089 -2.216 2.258
H 0.596 -2.497 2.875
H -0.750 -2.900 2.402
*
```

#2
The following is a quantum chemistry calculation of a 4-piece molecular cluster, C3H10O3S overall, from OMol25.

## Properties
LUMO = -5.4 eV

ORCA input file:
```
! RIJCOSX wB97M-V def2-TZVPD def2/J DEFGRID3
* xyz 0 1
O -2.645 -1.112 0.996
C -0.075 1.203 -0.996
C 0.003 -0.153 -1.367
C 0.087 -1.183 -0.244
S 1.849 -1.407 0.340
H -0.836 1.372 -0.229
H 0.177 2.015 -1.648
H -3.181 -1.296 1.801
H -0.359 -0.725 0.656
H -0.261 -2.190 -0.399
H 3.009 0.584 -0.312
H -2.116 1.621 2.186
H -2.345 -0.146 1.280
O -1.935 1.124 1.439
H 0.436 -0.484 -2.423
H 4.275 -0.051 -0.508
O 3.914 0.830 -0.571
*
```

Energies in kcal/mol, measured from the most stable structure: #1 0.0; #2 166.6.